Entry 1:
A structure of composition H24O12. Source: the OMol25 dataset; level of theory: ωB97M-V/def2-TZVPD.

```
36
Properties=species:S:1:pos:R:3
O 0.913 1.546 -1.304
H 1.279 2.233 -1.861
H 1.643 1.274 -0.748
O 0.052 -2.254 1.597
H 0.602 -3.016 1.414
H 0.116 -1.717 0.807
O -0.489 -1.073 -2.115
H -1.371 -1.409 -2.275
H -0.274 -1.377 -1.233
O 0.996 -0.033 1.951
H 0.575 -0.425 1.186
H 0.371 -0.166 2.663
O 0.214 -0.632 0.126
H -0.729 -0.492 0.214
H 0.551 0.203 -0.200
O -2.717 0.747 0.044
H -3.194 1.571 -0.049
H -1.821 0.958 -0.216
O 1.216 2.611 1.125
H 0.991 1.958 0.463
H 2.173 2.623 1.135
O -2.192 -1.728 0.083
H -2.356 -2.669 0.023
H -2.803 -1.337 -0.542
O -1.611 -1.107 1.809
H -0.819 -1.635 1.708
H -2.034 -1.141 0.951
O 2.135 0.757 -0.024
H 2.909 1.314 0.056
H 2.077 0.305 0.818
O -0.874 1.690 -0.298
H -1.371 2.162 -0.965
H 0.019 1.656 -0.642
O 1.791 -0.352 -2.242
H 1.778 0.121 -1.410
H 2.256 -1.166 -2.049
```

**Lowest unoccupied orbital energy**: -0.359 eV
**Energy**: -24940.6170 eV
**Total charge**: 0
**Orbital gap**: 7.86 eV
**Relative energy (zero: lowest compared OMol25 entry of this formula, charge and spin)**: 2033.7 kJ/mol

Partial atomic charges computed with the Mulliken method, in multiples of e:
1 O -0.694
2 H 0.230
3 H -0.038
4 O -0.600
5 H 0.378
6 H 0.393
7 O -0.626
8 H 0.277
9 H 0.298
10 O -0.805
11 H 1.153
12 H 0.333
13 O -0.771
14 H 0.147
15 H 0.270
16 O -0.724
17 H 0.333
18 H 0.262
19 O -0.640
20 H 0.788
21 H 0.230
22 O -0.452
23 H 0.254
24 H 0.297
25 O -0.996
26 H 0.727
27 H 0.092
28 O -0.744
29 H 0.438
30 H 0.493
31 O -0.764
32 H 0.379
33 H -0.110
34 O -0.681
35 H 0.639
36 H 0.233

=====

Entry 2:
A structure of composition C4H4OPb. Source: the OMol25 dataset; level of theory: ωB97M-V/def2-TZVPD.

```
10
Properties=species:S:1:pos:R:3
H 1.376 -3.015 2.472
C 1.927 -2.709 1.503
C 0.807 -2.231 0.682
C -0.336 -1.842 1.291
C -1.321 -1.205 1.733
O -2.227 -0.540 2.167
Pb -4.107 0.397 2.038
H 2.635 -1.915 1.758
H 2.387 -3.584 1.018
H 0.740 -2.607 -0.346
```

**Lowest unoccupied orbital energy**: -11.078 eV
**Energy**: -11486.1202 eV
**Total charge**: +2
**Orbital gap**: 6.68 eV

Partial atomic charges computed with the Mulliken method, in multiples of e:
1 H 0.339
2 C -0.828
3 C 0.083
4 C -0.318
5 C 0.884
6 O -0.657
7 Pb 1.509
8 H 0.329
9 H 0.335
10 H 0.326

=====

Entry 3:
A cluster of 3 separate species, C4H6BrN2 in total. Source: the OMol25 dataset; level of theory: ωB97M-V/def2-TZVPD.

```
13
Properties=species:S:1:pos:R:3
C -4.113 0.147 -0.843
C 1.993 -0.591 0.926
C -3.259 0.577 -1.562
C -0.323 0.157 0.809
N 0.868 -0.052 1.101
N -1.411 0.447 0.499
Br 5.111 0.175 -0.745
H -4.755 -0.225 -0.112
H 5.805 -1.027 -0.229
H 2.063 -1.358 0.156
H 2.843 -0.491 1.588
H -2.694 1.099 -2.356
H -2.128 1.140 0.768
```

**Lowest unoccupied orbital energy**: -6.275 eV
**Energy**: -77256.0040 eV
**Total charge**: +1
**Orbital gap**: 7.61 eV
**Relative energy (zero: lowest compared OMol25 entry of this formula, charge and spin)**: 473.0 kJ/mol

Partial atomic charges computed with the Mulliken method, in multiples of e:
1 C -0.255
2 C -0.124
3 C -0.463
4 C 0.352
5 N -0.186
6 N -0.127
7 Br -0.216
8 H 0.415
9 H 0.240
10 H 0.293
11 H 0.324
12 H 0.356
13 H 0.390

=====

Entry 4:
A structure of composition C35H41F6N3O3RuS2. Source: the OMol25 dataset; level of theory: ωB97M-V/def2-TZVPD.

```
91
Properties=species:S:1:pos:R:3
Ru 0.161 -0.914 0.586
N -0.962 -2.450 -0.823
C -2.329 -2.986 -0.615
C -2.470 -3.659 0.735
C -2.223 -2.699 1.878
N -0.790 -2.293 1.927
H -0.939 -1.893 -1.677
H -0.297 -3.213 -0.914
H -2.575 -3.692 -1.408
H -3.032 -2.156 -0.687
H -1.786 -4.514 0.806
H -3.482 -4.054 0.826
H -2.475 -3.176 2.823
H -2.844 -1.815 1.772
H -0.235 -3.132 1.884
H -0.609 -1.900 2.845
O 1.214 0.587 -0.388
S 2.716 0.578 -0.812
C 2.760 1.817 -2.139
C 1.733 1.662 -3.262
C 0.489 2.525 -3.084
C -0.621 2.152 -4.065
S -1.896 1.065 -3.367
O -1.239 0.213 -2.296
C -2.812 2.358 -2.551
C -3.953 2.822 -3.189
C -4.649 3.891 -2.636
C -4.203 4.473 -1.457
C -3.073 3.978 -0.812
C -2.372 2.914 -1.356
C 2.952 -0.844 -1.870
C 4.115 -0.969 -2.615
C 4.285 -2.102 -3.398
C 3.316 -3.097 -3.418
C 2.157 -2.961 -2.664
C 1.987 -1.827 -1.888
H 3.784 1.734 -2.510
H 2.664 2.774 -1.619
H 1.445 0.615 -3.375
H 2.221 1.952 -4.195
H 0.752 3.571 -3.255
H 0.141 2.448 -2.056
H -0.238 1.642 -4.951
H -1.187 3.022 -4.398
H -4.300 2.352 -4.105
H -5.538 4.268 -3.127
H -4.734 5.319 -1.038
H -2.740 4.434 0.113
H -1.495 2.509 -0.862
H 4.892 -0.212 -2.575
H 5.187 -2.214 -3.987
H 3.466 -3.986 -4.018
H 1.406 -3.743 -2.685
H 1.094 -1.650 -1.303
C 1.818 2.944 3.934
C 1.952 1.562 4.009
C 1.109 0.744 3.282
C 0.117 1.300 2.483
C -0.025 2.690 2.416
C 0.828 3.504 3.135
N -0.755 0.472 1.741
C -2.104 0.696 1.778
C -2.684 1.419 2.855
C -4.044 1.614 2.896
C -4.862 1.109 1.882
C -4.307 0.378 0.830
C -2.951 0.167 0.777
H 2.481 3.583 4.505
H 2.708 1.125 4.649
H 1.181 -0.327 3.357
H -0.791 3.117 1.777
H 0.720 4.581 3.075
H -2.055 1.780 3.658
H -4.482 2.152 3.727
H -5.931 1.275 1.919
H -4.945 -0.009 0.045
H -2.504 -0.354 -0.055
C 3.418 -1.673 3.240
C 2.997 -2.189 1.865
O 2.118 -1.326 1.189
C 4.278 -2.306 0.985
F 4.075 -3.093 -0.083
F 5.311 -2.798 1.669
F 4.625 -1.089 0.543
C 2.475 -3.641 2.055
F 1.720 -3.716 3.183
F 3.432 -4.541 2.185
F 1.679 -4.053 1.029
H 3.835 -0.675 3.118
H 4.162 -2.322 3.697
H 2.561 -1.624 3.904
```

**Lowest unoccupied orbital energy (spin up / spin down)**: -8.368 / -8.400 eV
**Energy**: -88114.8373 eV
**Total charge**: +2
**Orbital gap (spin up / spin down)**: 5.17 / 5.12 eV

Partial atomic charges computed with the Mulliken method, in multiples of e:
1 Ru 1.139
2 N -0.420
3 C -0.818
4 C -0.911
5 C -0.583
6 N -0.380
7 H 0.110
8 H 0.129
9 H 0.483
10 H 0.363
11 H 0.377
12 H 0.470
13 H 0.433
14 H 0.355
15 H 0.106
16 H 0.249
17 O -0.275
18 S 0.628
19 C -1.240
20 C -0.504
21 C -0.066
22 C -0.932
23 S -0.054
24 O -0.483
25 C 0.792
26 C -0.478
27 C -0.590
28 C -0.692
29 C -0.816
30 C 0.573
31 C 0.514
32 C -1.009
33 C -0.837
34 C -0.840
35 C -0.285
36 C 2.870
37 H 0.668
38 H 0.611
39 H 0.288
40 H 0.565
41 H 0.499
42 H -0.407
43 H 0.515
44 H 0.556
45 H 0.466
46 H 0.434
47 H 0.441
48 H 0.476
49 H -0.562
50 H 0.434
51 H 0.456
52 H 0.444
53 H 0.456
54 H -2.131
55 C -0.746
56 C -0.848
57 C 0.630
58 C -0.539
59 C -0.129
60 C -0.797
61 N 1.170
62 C 0.069
63 C -0.430
64 C -0.879
65 C -0.806
66 C -0.960
67 C -0.018
68 H 0.443
69 H 0.523
70 H -0.273
71 H 0.648
72 H 0.475
73 H 0.589
74 H 0.480
75 H 0.492
76 H 0.505
77 H 0.440
78 C -2.064
79 C 0.743
80 O 1.453
81 C 0.388
82 F -0.266
83 F -0.274
84 F -0.270
85 C 0.098
86 F -0.306
87 F -0.258
88 F -0.258
89 H 0.389
90 H 0.548
91 H 0.452

=====

Entry 5:
A structure of composition C11H30Cu3O13. Source: the OMol25 dataset; level of theory: ωB97M-V/def2-TZVPD.

```
57
Properties=species:S:1:pos:R:3
Cu -1.992 -0.289 -1.506
Cu -1.028 1.651 2.720
Cu 1.346 3.393 0.918
C -0.095 0.539 0.306
O -0.976 -0.027 0.892
O 0.677 1.286 1.010
O 0.116 0.451 -0.925
C -1.735 3.272 -1.694
C -1.998 4.570 -2.388
O -1.514 4.706 -3.752
O -0.370 3.086 -1.303
H -2.138 2.570 -2.425
H -2.210 3.073 -0.734
H -1.504 5.435 -1.944
H -3.058 4.823 -2.416
H -0.622 4.352 -3.779
H -0.159 2.150 -1.282
C -1.644 -1.517 -4.248
C -0.701 -2.326 -3.308
O -1.098 -2.612 -1.999
O -1.973 -0.195 -3.931
H -2.529 -2.116 -4.462
H -1.117 -1.344 -5.187
H -0.017 -1.487 -3.180
H -0.165 -3.071 -3.896
H -0.382 -3.145 -1.644
H -1.473 0.366 -4.529
C 1.417 -0.598 4.310
C 2.429 -0.964 3.265
O 2.890 0.257 2.682
O 1.750 0.506 5.133
H 1.107 -1.562 4.713
H 0.514 -0.234 3.820
H 2.132 -1.651 2.472
H 3.183 -1.634 3.677
H 2.108 0.662 2.299
H 1.144 1.236 4.985
C -2.058 -2.935 2.813
C -2.468 -1.838 3.829
O -2.973 -0.600 3.237
O -0.743 -2.817 2.231
H -2.724 -3.106 1.967
H -2.205 -3.771 3.496
H -1.667 -1.709 4.556
H -3.292 -2.253 4.409
H -2.325 -0.341 2.578
H -0.764 -2.101 1.593
C 3.020 -0.564 -2.036
C 3.472 -0.572 -0.599
O 4.019 0.679 -0.136
O 2.321 0.566 -2.425
H 2.479 -1.490 -2.234
H 3.919 -0.446 -2.641
H 4.173 -1.396 -0.737
H 2.549 -0.784 -0.059
H 3.452 1.313 -0.580
H 1.498 0.554 -1.930
```

**Lowest unoccupied orbital energy**: -5.637 eV
**Energy**: -172416.6123 eV
**Total charge**: +1
**Orbital gap**: 6.36 eV
**Relative energy (zero: lowest compared OMol25 entry of this formula, charge and spin)**: 351.2 kJ/mol

Partial atomic charges computed with the Mulliken method, in multiples of e:
1 Cu 0.416
2 Cu 0.577
3 Cu 0.592
4 C 0.417
5 O -0.650
6 O 0.429
7 O -0.377
8 C -0.061
9 C -0.609
10 O -0.528
11 O -0.543
12 H 0.107
13 H 0.285
14 H 0.294
15 H 0.346
16 H 0.308
17 H 0.295
18 C -0.590
19 C -0.273
20 O -0.453
21 O -0.477
22 H 0.330
23 H 0.410
24 H 0.085
25 H 0.454
26 H 0.326
27 H 0.314
28 C 0.476
29 C -0.409
30 O -0.540
31 O -0.532
32 H 0.325
33 H -0.562
34 H 0.156
35 H 0.483
36 H 0.148
37 H 0.315
38 C -0.433
39 C -0.347
40 O -0.577
41 O -0.492
42 H 0.291
43 H 0.332
44 H 0.164
45 H 0.427
46 H 0.214
47 H 0.236
48 C -0.474
49 C -0.080
50 O -0.536
51 O -0.582
52 H 0.141
53 H 0.455
54 H 0.398
55 H -0.077
56 H 0.325
57 H 0.333

=====

Entry 6:
An isolated molecule of C3H4N4O. Source: the OMol25 dataset; level of theory: ωB97M-V/def2-TZVPD.

```
12
Properties=species:S:1:pos:R:3
C 0.659 0.920 -0.047
C -0.663 0.965 0.182
C -1.301 -0.383 -0.191
H 2.866 -1.127 0.538
H 1.291 1.838 -0.061
H -1.289 1.782 0.611
H -2.915 0.453 -0.363
N 1.223 -0.365 -0.408
N -2.596 -0.598 -0.286
N -0.548 -1.618 0.147
N 0.731 -1.596 0.085
O 2.542 -0.270 -0.207
```

**Lowest unoccupied orbital energy**: -0.384 eV
**Structure (SMILES)**: [H]/N=c1\ccn(O)nn1
**Energy**: -11177.6794 eV
**Total charge**: 0
**Orbital gap**: 8.64 eV
**Relative energy (zero: lowest compared OMol25 entry of this formula, charge and spin)**: 606.9 kJ/mol

Partial atomic charges computed with the Mulliken method, in multiples of e:
1 C -0.285
2 C -0.304
3 C 0.445
4 H 0.401
5 H 0.358
6 H 0.326
7 H 0.259
8 N 0.463
9 N -0.572
10 N -0.287
11 N -0.247
12 O -0.558

=====

Q: What is the formula in the sixth record?
A: C3H4N4O